ORCA calculation (wB97M-V/def2-TZVPD) on a cluster of 8 separate species, C22H41Cl2FO21 in total at a distorted geometry.

The geometry in ORCA input format:
```
! RIJCOSX wB97M-V def2-TZVPD def2/J DEFGRID3
* xyz 0 1
C -1.08652 0.84606 0.39357
C -6.65520 4.66143 3.52133
O -4.12865 -6.35090 -5.95614
H -3.47599 5.23872 9.63060
H -1.08422 0.09227 7.99607
H 0.72228 -10.31090 -5.16830
H 5.63689 -4.12445 -7.20250
C -2.56025 4.88917 9.15382
C -4.69634 -6.70146 -4.69818
H -3.56228 -8.51968 -9.37161
H -0.16440 8.75662 0.27368
O -8.04778 2.61619 1.13782
O 6.16619 1.99270 3.50582
H 2.25576 -9.53781 -5.18275
H -6.70860 5.73205 3.32383
O -2.50053 1.62954 7.81161
H 6.98335 -4.66431 -6.22701
H -8.87454 1.66474 -0.49324
H -1.87027 4.79011 9.99179
O 3.46802 -8.31141 -3.69370
H 8.12587 2.25862 5.52660
C -3.71528 -7.44526 -9.27011
H -7.98974 3.00706 -0.93684
H -4.39860 -6.01697 -3.90388
H -2.24913 -0.11414 6.77231
C 5.94441 0.94159 4.34406
H -4.30578 -7.62979 -4.28133
C 2.29115 -8.07187 -3.30886
C 6.01344 -1.45567 -6.43405
C -7.49194 3.85091 1.50607
C 5.33827 0.70941 -5.55052
H -0.20028 7.01456 -0.04862
O -7.68935 3.98222 2.84691
H 3.47211 -6.66934 -0.98024
H 2.33065 -5.39847 -1.37909
H 0.91092 -8.79657 -5.99879
O 6.02005 -1.22351 -7.65400
C -7.97748 2.20780 -0.19581
C 1.46162 8.03268 5.04885
O -2.87128 3.53448 8.66873
Cl -0.41469 1.51334 -1.05553
C -0.31404 7.77522 0.72375
H 4.89001 1.27381 -4.73284
H -7.04216 1.66214 -0.32035
H 7.26660 3.73510 3.88097
Cl -1.78084 -0.72990 0.09767
C -1.60275 0.64503 7.21270
H 3.63467 -6.04434 -2.54296
H -5.75594 4.21977 3.09191
H -3.05103 -7.04596 -10.03655
H -0.31435 0.84311 1.16288
H 4.81973 0.79878 -6.50510
H -1.87539 1.56521 0.61408
O 5.59775 -0.65137 -5.38346
O 5.24638 0.03369 3.96726
H 2.39251 7.79770 5.56493
C -4.45024 -7.09419 -6.98343
H 1.28583 9.10346 5.15204
O 0.65104 7.52541 1.70428
O -5.35423 -7.91249 -7.11340
H 5.55780 3.63355 4.43969
O -3.55745 -6.80292 -7.98220
C 0.52866 8.08232 2.86026
F 6.62324 3.08048 6.60379
C 7.04807 2.42103 5.53471
H 6.29518 1.22482 -5.63283
C 1.18991 -9.32945 -5.08978
H -4.72601 -7.38785 -9.67412
H -1.36388 7.62367 0.97470
O 1.18400 -8.57533 -3.83644
H -2.23094 5.66976 8.46800
C 6.48430 3.08445 4.27182
H -5.77612 -6.82824 -4.77630
H 7.16176 -3.54544 -7.61927
C -1.94612 2.80488 8.15711
O 6.47440 1.16323 5.50333
C 6.56818 -3.79701 -6.74035
O -0.38787 8.80575 3.24371
O 6.33362 -2.69650 -5.89960
O 1.56511 7.85905 3.64078
H -0.84594 1.11248 6.58274
H 0.64556 7.47793 5.51187
O 1.88453 -7.14683 -2.32387
O -0.67223 2.96986 8.19720
C 2.87441 -6.24945 -1.78928
O -6.91314 4.68041 0.75246
H -6.66445 4.54543 4.60510
*
```

## Properties
ΔE to the lowest compared entry with this formula, charge and spin   459.8 kJ/mol
Highest occupied orbital energy   -10.60 eV

ORCA calculation (wB97M-V/def2-TZVPD) on a structure of composition C22H41Cl2N3S2Si2TeY.

The geometry in ORCA input format:
```
! RIJCOSX wB97M-V def2-TZVPD def2/J DEFGRID3
* xyz 1 1
C 1.99607 2.73435 3.22759
Cl -1.94398 -2.22685 2.35384
H 0.39953 0.52015 -4.41936
H 4.17669 2.89498 0.84629
C 4.82973 1.79142 3.87669
C -4.22399 1.21778 -0.77465
N -3.01807 1.82715 -0.28860
H 3.31746 -3.56144 -3.21669
H 1.51708 2.41975 4.16369
H 3.39226 -4.13089 1.07599
H -4.22731 -2.32319 1.78659
H -5.36234 2.99845 -0.96503
H 5.65409 1.12649 3.59619
S 0.15591 2.52334 -0.02974
N -3.09196 -0.87718 -0.55081
N -1.20935 1.92179 2.60372
C 0.86271 -3.57906 -0.99284
H 5.20519 2.82044 3.83045
C -3.02517 -2.16016 -0.82562
H -3.93036 -3.93293 -1.65298
H -2.11557 -2.68033 -0.54166
H -3.96002 -2.14893 3.55227
H 2.32402 -0.40813 -0.70383
H 4.69859 1.21761 0.66269
C 3.70222 -4.06398 0.02751
C 1.12336 1.03723 -3.78884
Cl -3.91826 -0.08658 2.43685
C -5.34906 1.92074 -1.08978
H 3.66196 -1.01430 0.29975
Y -1.16754 0.36100 0.62652
Te 1.43210 -1.16302 1.67536
H -7.36985 1.84841 -1.84998
C 3.24169 -2.62150 -2.65794
H -7.31965 -0.57949 -2.28797
C -6.48802 1.26575 -1.61274
H 1.61696 4.30758 -1.47696
H 2.46662 3.29000 -2.63791
C 2.77699 -0.20663 3.02510
H 3.66146 -5.07651 -0.38967
H 4.23380 -2.15743 -2.65071
H -6.03729 -2.73818 -2.24725
H -2.36723 2.00777 -1.05457
H 0.92066 4.01934 -3.06729
H 1.36496 1.99129 -4.25969
H 2.56069 -1.95839 -3.20390
H 2.38951 3.74447 3.38979
C -6.46424 -0.07452 -1.85200
H 3.01829 1.68645 0.28265
C -4.20082 -0.18757 -0.95099
H 4.74743 -3.73608 0.00542
C 2.65164 -1.22508 -0.06223
H 0.21123 -2.92863 -1.58861
H -3.19411 2.73410 0.11712
C -5.30929 -0.83037 -1.53434
H 3.61668 -0.90592 3.07532
C -5.20633 -2.21771 -1.78350
S -0.26991 -0.21544 -1.76771
H -0.91113 2.80486 2.19466
C 3.85880 1.85170 0.96443
Si 3.37041 1.56733 2.73641
C 0.75358 2.34548 -1.69466
H 2.28514 -0.26443 4.00158
C -4.05929 -2.87756 -1.45569
Si 2.60459 -2.90105 -0.93063
H 0.88481 -4.57000 -1.46470
H 1.25541 2.80127 2.42140
C 1.47907 3.55399 -2.24969
H 4.56943 1.58097 4.91979
C -3.66447 -1.83195 2.56642
H -2.10085 2.07631 3.05452
H -0.53947 1.72150 3.33939
H 0.43231 -3.70969 0.00638
H 2.03335 0.42590 -3.78032
C 0.59043 1.21399 -2.39029
*
```

## Properties
ΔE to the lowest compared entry with this formula, charge and spin   0.0 kJ/mol
Highest occupied orbital energy   -9.21 eV

ORCA calculation (wB97M-V/def2-TZVPD) on a structure of composition C22H41N8O2PReS.

The geometry in ORCA input format:
```
! RIJCOSX wB97M-V def2-TZVPD def2/J DEFGRID3
* xyz 4 2
C 2.08338 -0.15675 1.88442
H 5.94116 -2.93134 -0.02949
C 2.59874 -0.33091 0.46985
N -2.17616 0.44386 1.33657
O 0.72558 0.23996 1.83607
C -1.57585 -2.61945 -0.12654
H -5.06217 2.61128 3.30556
H -2.49609 -6.07600 1.25800
H 3.59521 -3.17236 0.61803
H -2.87973 4.32494 -2.06844
H -0.72492 2.37474 2.77895
H 2.71893 0.69340 0.10619
C -1.75280 -4.11702 1.71594
O 2.64767 -0.28319 2.90575
H -2.58918 2.67786 -0.23876
C -2.38458 -4.86878 -0.49982
H 8.98858 -4.65491 0.97543
H 0.13989 4.30975 0.54092
N 8.10461 -4.17052 0.99141
N -1.21804 -0.54658 -2.99128
H -5.93427 -0.43432 2.85472
C -4.95484 -0.21292 3.27238
H 3.87332 -2.26232 2.11023
H -1.64765 -4.32986 2.77102
H 4.14276 -1.15826 -0.74162
H 0.92410 4.61647 -1.86748
H -4.54158 2.78232 1.60405
H 2.33942 3.84678 -2.56439
S -2.10590 -3.02764 -2.62690
C 0.99666 2.43257 -1.65856
H -0.87837 0.34921 -2.68533
N 5.95591 -3.89900 1.81953
H 1.61706 -0.77307 -1.30690
H -1.80272 3.54455 1.97455
C 3.95026 -1.03328 0.32816
C 5.66417 -2.72029 1.00632
C -1.87131 4.09554 -1.72765
H -1.40392 -0.65991 -3.97830
H 2.22423 4.03482 -0.82027
H 8.21547 -6.04157 2.68648
H 6.25607 -1.86919 1.35652
H 1.76823 1.67315 -1.52363
N -4.32584 0.84662 2.43195
C 0.13925 3.32014 1.00976
H -1.57364 4.88265 -1.03563
C -2.03813 -3.61390 -0.97441
C 7.13707 -4.53801 1.82314
N 7.33415 -5.55360 2.65429
C 1.65123 3.82094 -1.72100
C -1.48409 -1.51654 -2.12748
C -2.23320 -5.10570 0.85927
H -4.32628 -1.09823 3.26386
Re -0.48317 -0.04980 0.46503
H -1.21897 4.12714 -2.59885
C -1.42413 -2.85533 1.23429
H 8.01459 -3.37287 0.38818
N 1.44000 -0.88968 -0.31128
H 0.49812 2.20050 -2.60656
H -1.08169 -2.09668 1.94016
P -0.26794 2.20774 -0.36454
H -2.19049 1.95023 -1.77650
H -6.06030 1.93230 1.98902
C -3.21486 0.64716 1.85833
H 6.62773 -5.84952 3.30692
C -1.87157 2.71341 -1.06132
H 1.41342 -1.90122 -0.16309
C 4.17576 -2.36071 1.06623
H 1.17620 3.11085 1.28602
H 4.69045 -0.30815 0.67524
C -5.04724 2.14446 2.32301
H -0.43131 4.09941 2.91457
N -1.27680 -1.39415 -0.79202
H 5.31374 -4.13146 2.56013
H -5.05075 0.17569 4.28392
C -0.76788 3.31739 2.23570
H -2.75838 -5.64169 -1.15840
*
```

## Properties
Highest occupied orbital energy (alpha / beta)   -19.05 / -19.05 eV

Number 1: calculated total energy -3463.03754 Eh. Number 2: calculated total energy -3629.28674 Eh. Number 3: calculated total energy -2267.98982 Eh.